{
  "formula": "H11NO4",
  "method": "wB97M-V/def2-TZVPD",
  "charge": 0,
  "de_lowest_kj_mol": 72.45,
  "orbital_gap_ev": 10.869,
  "symbols": ["N", "H", "H", "H", "H", "H", "O", "H", "H", "O", "H", "H", "O", "H", "H", "O"],
  "xyz": [[0.1634, 1.5146, -3.4818], [-0.0097, 2.1365, -2.7107], [-0.4556, 1.7244, -4.2505], [1.1341, 1.4708, -3.7587], [0.8822, -0.8319, 4.0872], [0.2407, -1.4630, 2.7699], [0.7606, -0.7275, 3.1497], [-0.1424, -2.9619, 1.3308], [-0.9843, -1.8444, 0.6635], [-0.7309, -2.2177, 1.5146], [-0.5289, 0.5165, -0.6495], [-1.6823, -0.0686, -1.5329], [-1.2892, -0.0946, -0.6634], [1.5045, 1.0984, 0.7936], [0.6153, 0.6423, 1.7921], [0.5224, 1.1062, 0.9460]],
  "nbo_charge": [-1.099, 0.366, 0.365, 0.369, 0.476, 0.508, -1.000, 0.472, 0.518, -0.967, 0.505, 0.472, -0.981, 0.459, 0.505, -0.969]
}


{
  "formula": "H11O6",
  "method": "wB97M-V/def2-TZVPD",
  "charge": -1,
  "de_lowest_kj_mol": 226.11,
  "orbital_gap_ev": 7.588,
  "symbols": ["O", "H", "O", "H", "H", "O", "H", "H", "O", "H", "H", "O", "H", "H", "O", "H", "H"],
  "xyz": [[-0.8568, 0.7967, -0.4906], [-1.1836, 1.5642, -0.8519], [-2.3074, -0.9119, 0.8225], [-3.2107, -0.6536, 0.5696], [-1.7411, 0.2187, -0.0845], [0.3632, 0.4450, -3.4280], [-0.6187, 0.2705, -3.3991], [0.3652, 1.0207, -2.6536], [2.2142, 2.3397, 1.7331], [2.7841, 1.9770, 1.0903], [1.3459, 2.2060, 1.4126], [3.0287, -2.9897, -2.2197], [2.3011, -2.8344, -1.5958], [3.8061, -3.2277, -1.6784], [-1.9866, -0.3262, 3.9338], [-1.7884, -0.3699, 2.8749], [-2.5154, 0.4749, 3.9648]],
  "nbo_charge": [-1.075, 0.421, -1.242, 0.404, 0.515, -0.949, 0.467, 0.478, -0.947, 0.462, 0.485, -0.945, 0.484, 0.461, -1.000, 0.533, 0.447]
}


{
  "formula": "H11O9S",
  "method": "wB97M-V/def2-TZVPD",
  "charge": -1,
  "orbital_gap_ev": 4.640,
  "symbols": ["O", "H", "H", "H", "S", "O", "O", "O", "O", "O", "H", "H", "O", "H", "H", "O", "H", "H", "O", "H", "H"],
  "xyz": [[-0.4931, -0.8195, 0.7355], [-0.3481, -1.7765, 0.4915], [-0.6421, -0.1975, 0.0155], [0.4529, -0.5195, 1.0895], [-1.8371, 0.5215, -2.4245], [-1.1241, 0.6025, -1.1845], [-1.3301, 1.4665, -3.3665], [-1.6071, -0.8055, -2.7305], [-3.2261, 0.7655, -2.1285], [0.1209, 2.6945, -0.3445], [-0.4971, 1.9065, -0.5635], [0.2259, 2.9925, -1.2825], [2.1919, -0.4555, 0.1045], [3.0979, -0.8645, 0.2995], [2.1669, 0.3835, 0.1855], [0.5509, 1.7585, 2.9385], [0.5519, 2.5375, 3.4905], [0.8479, 1.2315, 3.6465], [0.1209, -3.4745, 0.4115], [0.9429, -3.5975, 0.0775], [-0.1651, -4.3505, 0.5385]],
  "nbo_charge": [-0.805, 0.553, 0.558, 0.537, 2.689, -1.178, -1.092, -1.127, -1.110, -1.048, 0.505, 0.467, -0.938, 0.480, 0.477, -0.901, 0.461, 0.442, -0.926, 0.472, 0.483]
}


{
  "formula": "H12InO6",
  "method": "wB97M-V/def2-TZVPD",
  "charge": 3,
  "de_lowest_kj_mol": 354.68,
  "orbital_gap_ev": 4.319,
  "symbols": ["In", "O", "H", "H", "O", "H", "H", "O", "H", "H", "O", "H", "H", "O", "H", "H", "O", "H", "H"],
  "xyz": [[-0.3412, -0.4587, 0.2180], [2.2294, -0.3656, -1.2270], [2.7789, -0.0733, -1.9543], [2.6087, -1.2033, -0.9612], [2.1207, 0.4968, 1.5997], [2.8888, -0.0515, 1.7594], [2.3758, 1.3645, 1.9133], [0.4226, -2.6381, -1.6638], [0.7642, -2.7377, -2.5524], [0.6565, -3.4553, -1.2238], [0.2972, 2.3572, -0.5895], [0.1954, 3.1742, -0.1012], [0.4291, 2.6343, -1.4961], [-2.6960, 1.3185, -0.1767], [-2.8260, 2.0757, 0.3942], [-3.3975, 1.3833, -0.8247], [-2.6457, -1.1936, 1.9635], [-2.2761, -1.5076, 2.7888], [-3.5847, -1.1199, 2.1337]],
  "nbo_charge": [2.069, -0.869, 0.541, 0.503, -0.911, 0.527, 0.537, -0.929, 0.543, 0.520, -0.883, 0.528, 0.528, -0.938, 0.523, 0.537, -0.894, 0.516, 0.552]
}


no.,lowest unoccupied orbital energy (eV),maximum force (hartree/bohr),E_HOMO (eV)
1,0.80,0.048,-10.07
2,3.23,0.066,-4.36
3,1.76,0.217,-2.88
4,-19.04,0.045,-23.35